Computed, not measured: 14 unconnected molecules or ions with the total composition C21H66F3N12O23S in a non-equilibrium geometry, with ωB97M-V/def2-TZVPD.

Computed properties:
Frontier orbital gap   8.655 eV
HOMO level   -7.07 eV
Energy relative to the best compared isomer or geometry (same formula, charge and spin)   0.0 kcal/mol

Geometry as ORCA input:
```
! wB97M-V def2-TZVPD RIJCOSX def2/J DEFGRID3
* xyz -1 1
C 0.19 -0.57 1.04
F 1.01 -0.14 1.93
F 0.81 -1.59 0.54
F -0.87 -0.94 1.68
S -0.25 0.83 -0.24
O -0.87 0.29 -1.45
O -1.15 1.70 0.60
O 0.98 1.51 -0.57
C -4.61 -0.26 -0.97
C -4.04 -1.61 -0.64
O -4.20 -1.88 0.72
O -6.06 -0.09 -0.93
H -4.34 -0.07 -2.02
H -4.33 0.60 -0.37
H -2.96 -1.65 -0.79
H -4.50 -2.37 -1.27
H -5.05 -2.33 0.70
H -6.26 0.32 -0.09
C -0.35 -2.48 4.03
C 0.57 -3.67 3.68
O -0.02 -4.95 3.96
O -0.64 -2.53 5.43
H -1.25 -2.59 3.42
H 0.21 -1.59 3.77
H 1.44 -3.53 4.32
H 0.74 -3.57 2.61
H 0.60 -5.68 3.89
H -0.98 -1.68 5.71
C 4.12 -0.21 -1.18
C 4.57 -0.80 -2.53
O 3.51 -0.99 -3.39
O 3.60 1.08 -1.45
H 4.98 -0.03 -0.54
H 3.41 -0.90 -0.71
H 5.09 -1.75 -2.46
H 5.23 -0.07 -3.00
H 2.99 -0.21 -3.54
H 2.74 1.26 -1.07
C 1.63 2.22 -4.48
C 3.09 2.29 -4.84
O 3.79 2.66 -3.65
O 1.53 0.94 -3.73
H 1.08 2.17 -5.42
H 1.41 3.06 -3.83
H 3.43 2.99 -5.60
H 3.38 1.29 -5.14
H 3.48 2.04 -2.98
H 0.80 0.93 -3.11
C 3.00 -3.89 0.15
C 4.54 -4.08 0.00
O 5.01 -4.94 -1.05
O 2.40 -5.08 0.66
H 2.67 -3.81 -0.88
H 2.71 -3.02 0.74
H 4.83 -4.61 0.90
H 4.96 -3.08 0.07
H 4.51 -5.76 -1.10
H 1.48 -5.12 0.43
C -1.65 -4.24 -3.41
C -1.44 -2.76 -3.40
O -0.85 -2.31 -2.22
O -0.50 -5.04 -3.24
H -1.86 -4.50 -4.45
H -2.53 -4.38 -2.79
H -2.36 -2.18 -3.27
H -0.99 -2.27 -4.26
H -0.75 -1.36 -2.14
H -0.18 -5.11 -2.33
C -3.21 4.36 -0.09
C -2.03 4.74 0.76
O -2.25 4.52 2.20
O -3.54 2.95 0.04
H -3.08 4.59 -1.15
H -4.02 5.04 0.17
H -1.56 5.70 0.51
H -1.19 4.09 0.52
H -2.51 3.60 2.27
H -2.68 2.53 -0.07
C -0.09 1.43 4.72
O -1.03 0.85 5.25
N -0.17 2.07 3.58
N 1.07 1.52 5.22
H -0.87 2.00 2.86
H 0.69 2.50 3.27
H 1.78 2.00 4.69
H 1.26 1.27 6.18
C -4.20 1.04 3.46
O -5.30 1.18 2.92
N -3.33 0.23 2.97
N -3.52 1.94 4.17
H -3.62 -0.44 2.28
H -2.40 0.13 3.33
H -2.63 1.83 4.62
H -4.14 2.60 4.62
C -1.43 -5.05 0.27
O -0.66 -5.75 -0.32
N -2.32 -5.54 1.08
N -1.41 -3.73 0.23
H -2.98 -4.96 1.58
H -2.60 -6.50 0.92
H -2.15 -3.18 0.64
H -0.85 -3.29 -0.48
C -2.54 2.17 -4.31
O -2.88 1.12 -4.84
N -1.77 2.30 -3.26
N -2.97 3.34 -4.81
H -1.51 3.07 -2.65
H -1.53 1.43 -2.82
H -2.56 4.22 -4.53
H -3.70 3.36 -5.51
C 1.02 4.79 -1.12
O -0.05 4.40 -1.54
N 1.90 4.02 -0.70
N 1.47 5.97 -1.17
H 2.88 4.11 -0.48
H 1.64 3.06 -0.84
H 0.98 6.75 -1.58
H 2.30 6.24 -0.65
C 3.83 2.01 2.99
O 2.89 2.78 3.28
N 5.07 2.29 3.17
N 3.62 0.84 2.53
H 5.33 3.16 3.62
H 5.76 1.70 2.73
H 4.40 0.21 2.37
H 2.68 0.47 2.45
*
```

Mulliken population analysis, charges in e, atoms 1 to 99: -0.651 0.291 0.057 0.378 0.432 -0.804 0.940 -0.088 0.135 0.346 -0.597 -0.688 0.228 -0.091 -0.310 0.360 0.313 0.378 0.276 -0.323 -0.587 -0.651 0.042 -0.135 0.453 0.065 0.314 0.356 0.194 -0.623 -0.612 -0.636 0.220 -0.087 0.436 0.332 0.360 0.356 0.174 -0.724 -0.607 -0.537 0.382 -0.093 0.407 0.277 0.468 0.136 0.723 -0.764 -0.558 -0.656 0.300 -0.334 0.457 0.282 0.327 0.253 -0.721 -0.378 0.259 -0.602 0.365 0.176 0.281 0.351 -0.178 0.365 -0.563 0.114 -0.678 -0.602 0.234 0.379 0.541 -0.363 0.409 -0.007 0.706 -0.857 0.117 -0.290 -0.573 0.288 0.101 0.234 0.601 -0.766 0.157 -0.232 -0.128 -0.175 0.157 0.204 0.451 -0.753 -0.371 1.080 0.124

Computed, not measured: a single C3H7N3O2 molecule in a non-equilibrium geometry, with ωB97M-V/def2-TZVPD.

Computed properties:
Frontier orbital gap   9.921 eV
HOMO level   -9.37 eV
Energy relative to the best compared isomer or geometry (same formula, charge and spin)   80.8 kcal/mol
SMILES   [H]/N=C(\C(=O)O)N(C)N

Geometry as ORCA input:
```
! wB97M-V def2-TZVPD RIJCOSX def2/J DEFGRID3
* xyz 0 1
C -2.16 -0.35 -0.05
N -0.63 0.19 -0.31
C 1.81 -0.11 0.18
C 0.17 -0.68 0.28
N -0.54 1.57 -0.25
O 2.15 0.77 -0.79
N 0.03 -1.88 0.62
O 2.66 -0.60 0.88
H 3.11 0.93 -0.78
H -0.05 1.91 -1.08
H -0.05 1.91 0.57
H 0.91 -2.35 0.82
H -2.16 -1.43 -0.07
H -2.71 0.04 -0.91
H -2.54 0.07 0.88
*
```

natural (NBO) charges, unit e, in atom order: -0.418 -0.281 0.709 0.395 -0.638 -0.707 -0.709 -0.598 0.501 0.372 0.350 0.383 0.235 0.204 0.200

Computed, not measured: a molecular structure, C13H20NO11P2Ru, with ωB97M-V/def2-TZVPD.

Computed properties:
Frontier orbital gap (alpha / beta)   8.785 / 6.129 eV
⟨S²⟩   6.07
HOMO level (alpha / beta)   -11.87 / -11.95 eV
Energy relative to the best compared isomer or geometry (same formula, charge and spin)   12.3 kcal/mol

Geometry as ORCA input:
```
! wB97M-V def2-TZVPD RIJCOSX def2/J DEFGRID3
* xyz 1 5
Ru -0.52 -0.17 -0.88
N -1.68 -4.21 0.49
C -2.53 -2.94 0.41
C -3.90 -3.18 1.00
P -2.54 -2.58 -1.45
O -4.04 -2.79 -1.92
O -1.66 -3.63 -2.01
O -2.23 -1.10 -1.63
P -1.56 -1.63 1.26
O -1.68 -2.07 2.78
O -0.17 -1.85 0.69
O -2.11 -0.27 0.99
H -1.45 -4.43 -0.52
H -2.18 -4.97 0.94
H -0.79 -4.04 0.97
H -4.46 -3.94 0.45
H -4.48 -2.25 0.95
H -3.83 -3.46 2.05
H -4.55 -1.97 -2.00
H -1.81 -1.33 3.39
C 2.53 2.88 4.97
O 2.98 3.61 3.83
C 2.54 3.22 2.63
C 3.03 4.00 1.55
C 2.66 3.72 0.24
C 1.82 2.68 -0.07
C 1.37 2.45 -1.46
C 2.07 3.09 -2.62
O 0.43 1.70 -1.71
C 1.32 1.85 1.04
O 0.59 0.86 0.85
C 1.70 2.17 2.39
H 2.99 3.36 5.83
H 2.87 1.84 4.91
H 1.45 2.93 5.06
H 3.69 4.83 1.78
H 3.05 4.36 -0.54
H 2.58 4.02 -2.40
H 1.34 3.25 -3.41
H 2.81 2.37 -2.99
H 1.31 1.53 3.16
C 0.34 -1.23 -4.87
O -0.37 -0.65 -3.74
C 0.25 -0.76 -2.59
O 1.35 -1.19 -2.39
H -0.24 -0.95 -5.74
H 0.37 -2.31 -4.75
H 1.35 -0.82 -4.91
*
```

natural (NBO) charges, unit e, in atom order: 1.348 -0.714 -0.633 -0.642 2.395 -0.983 -1.113 -1.105 2.363 -1.001 -1.128 -1.114 0.488 0.427 0.451 0.235 0.254 0.229 0.523 0.529 -0.262 -0.460 0.325 -0.108 -0.150 -0.196 0.622 -0.713 -0.597 0.552 -0.578 -0.340 0.221 0.190 0.189 0.245 0.234 0.230 0.260 0.265 0.245 -0.264 -0.481 0.713 -0.570 0.211 0.210 0.199

Q: What is the energy relative to the best compared isomer or geometry (same formula, charge and spin) in the first record?
A: 0.0 kcal/mol